[1]
C3H6IN2 | the ωB97M-V functional and the def2-TZVPD basis

XYZ file:
```
12
Properties=species:S:1:pos:R:3:forces:R:3:lowdin_charge:R:1
C 1.207711 -0.468307 0.111165 -3.131 1.879 1.323 -0.06
C -1.274162 -0.383092 0.688411 -0.635 -0.688 -0.028 -0.22
C 1.852856 0.758829 -0.286442 2.312 0.779 -2.258 -0.03
N 0.013254 -0.580041 0.577356 -0.156 0.008 -1.272 0.15
N -2.187385 -0.352777 -0.324909 2.775 0.046 -1.168 -0.49
I -4.216399 -0.287366 -0.139143 0.346 -0.041 0.111 0.94
H 1.816476 -1.272267 0.197110 1.543 -2.965 0.079 0.11
H -1.670561 -0.451561 1.738970 0.282 0.530 -1.140 0.16
H 1.299043 1.350973 -0.995161 -0.555 0.147 -0.249 0.09
H 2.898445 0.634937 -0.753431 -1.673 -0.369 0.696 0.13
H 2.044815 1.405353 0.524498 -0.013 0.689 1.380 0.09
H -1.784088 -0.354676 -1.338422 -1.095 -0.015 2.526 0.13
```
Forces are in eV/Å.

Output
HOMO level (eV): -13.6
SMILES: C/C=N\C=[NH+]\I
Charge: +1

---

[2]
C21H18BrN9O2Pd | the ωB97M-V functional and the def2-TZVPD basis

XYZ file:
```
52
Properties=species:S:1:pos:R:3:forces:R:3:lowdin_charge:R:1
Pd -0.018339 -1.556567 0.047329 -0.097 -0.634 0.115 1.06
C 3.254262 -2.207290 -0.047817 0.346 -0.277 -0.006 0.05
O 2.233817 -1.156485 0.000129 -0.732 -0.014 -0.022 -0.14
C 2.630144 0.121134 0.062601 0.552 -0.186 0.011 -0.16
C 3.916428 0.528396 0.119263 -0.156 -0.364 0.006 0.01
C 4.198336 1.925321 0.171645 0.687 0.414 0.035 -0.57
Br 5.943302 2.474712 0.251781 -0.640 -0.242 -0.028 1.17
C 3.178568 2.899306 0.154960 -0.348 -0.069 -0.002 -0.02
C 1.850187 2.547854 0.095415 0.304 0.734 -0.025 0.02
C 1.505291 1.095115 0.068663 -0.357 -0.319 -0.025 -0.14
O 0.348896 0.676114 0.054025 0.004 -0.054 0.037 0.04
C 0.842384 3.567457 0.053703 -0.094 -0.343 0.011 -0.15
N -0.497539 3.383514 -0.025076 0.294 0.035 -0.012 0.24
C -1.145181 4.582327 -0.052346 0.103 0.047 0.020 -0.10
C -2.497906 4.916216 -0.128261 -0.162 0.045 -0.015 0.04
C -2.784641 6.256602 -0.132164 0.128 -0.046 0.010 0.04
C -1.758170 7.256214 -0.063131 0.177 -0.094 0.008 0.05
C -0.422860 6.937429 0.011497 -0.218 0.402 -0.009 0.05
C -0.125776 5.580534 0.018194 -0.037 -0.465 -0.022 -0.10
N 1.058588 4.901307 0.079108 -0.132 0.145 -0.006 0.24
H 3.905680 -2.046861 -0.905691 -0.081 0.074 -0.031 0.13
H 2.718039 -3.141270 -0.164202 -0.058 0.042 0.009 0.09
H 3.820169 -2.210745 0.882967 -0.075 0.069 0.026 0.13
H 4.738933 -0.172777 0.129625 0.029 0.030 -0.004 0.13
H 3.481188 3.935294 0.185128 0.070 -0.006 0.002 0.13
H -0.897211 2.458231 -0.076379 -0.210 0.070 -0.005 0.17
H -3.278311 4.170183 -0.181751 0.008 -0.006 -0.006 0.14
H -3.816435 6.577694 -0.189233 0.004 0.031 0.000 0.14
H -2.047964 8.299061 -0.070875 -0.037 -0.007 -0.004 0.15
H 0.337887 7.705031 0.059582 0.023 -0.027 0.009 0.15
H 1.958323 5.359668 0.132166 0.016 0.008 0.012 0.20
N -4.889510 -3.377562 -0.411330 -0.226 -0.121 -0.131 0.21
N -3.933667 -2.506619 -0.131282 0.145 0.081 0.076 -0.23
N -4.223835 -1.281029 0.269264 -0.150 -0.008 0.003 0.19
C -3.032083 -0.748703 0.436222 0.169 -0.080 0.081 -0.15
N -2.078305 -1.638678 0.143364 1.135 -0.243 -0.184 -0.11
N -2.672122 -2.777900 -0.225162 -0.279 -0.097 -0.064 0.11
H -5.842708 -3.074133 -0.280367 0.053 0.094 0.062 0.15
H -4.640675 -4.315414 -0.677765 0.142 0.034 0.033 0.15
H -2.872213 0.250386 0.798598 -0.003 0.018 -0.005 0.12
N 0.222990 -8.926230 -0.127476 -0.002 -0.008 -0.001 0.27
C 0.195964 -7.778745 -0.097774 0.010 0.013 0.000 -0.12
C 0.160778 -6.348017 -0.060958 0.002 -0.083 0.002 -0.15
C 0.021874 -5.617824 -1.243857 0.015 0.068 0.081 0.05
C -0.025160 -4.242945 -1.170245 0.048 -0.075 -0.108 -0.09
N 0.084806 -3.612290 0.010139 -0.322 1.377 0.011 -0.10
C 0.206365 -4.297022 1.158467 0.018 -0.055 0.137 -0.08
C 0.257068 -5.674134 1.158810 -0.005 0.066 -0.084 0.05
H -0.053354 -6.112021 -2.202840 -0.002 -0.008 0.000 0.15
H -0.143939 -3.637203 -2.058980 -0.028 0.016 0.022 0.13
H 0.265139 -3.734582 2.081264 -0.027 0.024 -0.021 0.13
H 0.362495 -6.212038 2.091068 -0.005 -0.008 0.001 0.15
```
Forces are in eV/Å.

Output
HOMO level (spin up / spin down) (eV): -19.9 / -19.9
Charge: +4

---

[3]
C4H13NO | the ωB97M-V functional and the def2-TZVPD basis

XYZ file:
```
19
Properties=species:S:1:pos:R:3:forces:R:3:lowdin_charge:R:1
N 1.659519 1.446409 -0.633270 0.326 1.023 -0.613 -0.30
C 2.934429 1.991399 -0.211820 -0.195 0.372 0.647 -0.12
C 1.574929 1.299309 -2.112799 1.154 -0.369 0.605 -0.08
C 0.000000 0.000000 0.000000 -2.031 -2.452 -0.878 -0.13
C 1.457070 0.169810 0.019820 0.226 1.340 1.010 -0.33
H 3.801908 1.363919 -0.477070 -0.014 -0.042 -0.114 0.08
H 2.828409 1.999159 0.886040 0.584 0.274 -0.336 0.08
H 3.127999 3.022009 -0.553870 -0.254 -0.428 -0.040 0.09
H 2.466429 0.678220 -2.302759 -0.135 -0.042 -0.946 0.08
H 1.691209 2.255419 -2.650339 -0.093 -0.284 0.510 0.09
H 0.690020 0.776230 -2.512699 0.262 0.341 0.603 0.08
H -0.260120 -0.341630 -1.015990 -0.617 0.035 0.467 0.06
H -0.603360 0.892600 0.236280 0.760 -0.251 -0.016 0.10
H -0.257380 -0.798320 0.716270 -0.348 0.120 -0.410 0.08
H 1.619969 0.178390 1.114740 1.037 0.669 -0.508 0.12
H 2.137029 -0.587450 -0.415690 -0.653 -0.312 0.018 0.12
O 6.023118 -2.021999 -1.390249 -0.569 -0.850 0.692 -0.09
H 6.043328 -2.998689 -1.508240 -0.046 1.051 0.160 0.05
H 5.458188 -1.879599 -0.597250 0.606 -0.194 -0.849 0.04
```
Forces are in eV/Å.

Output
HOMO level (eV): -8.5
SMILES: CCN(C)C.O
Charge: 0

---

[4]
CH9NO2 | the ωB97M-V functional and the def2-TZVPD basis

XYZ file:
```
13
Properties=species:S:1:pos:R:3:forces:R:3:lowdin_spin:R:1
C -0.428143 -1.085386 0.055637 0.376 1.608 1.265 0.32
N -0.403604 -1.202699 1.528571 -0.541 -0.714 -0.899 0.03
H 0.629886 -0.455570 -0.082800 -0.641 -0.566 -0.573 0.13
H -1.188510 -0.355889 -0.176955 -0.033 -0.035 -0.633 0.01
H -0.338143 -1.881025 -0.686128 -0.076 -0.496 0.672 0.00
H 1.562288 -0.304953 -0.394596 0.566 0.033 0.064 0.44
H -0.769394 -2.069762 1.879899 0.328 -0.272 0.229 0.01
H 0.491385 -0.940350 1.907225 0.095 -0.235 0.124 0.01
H 0.245012 2.652081 0.443896 0.026 -0.310 -0.025 0.00
O 0.248791 1.686710 0.496687 -0.049 0.316 -0.313 0.02
H -0.243639 1.626735 -2.510745 0.077 0.017 0.353 0.00
H 0.151519 1.354745 -0.601533 -0.080 0.744 0.179 0.00
O 0.042552 0.975363 -1.859159 -0.047 -0.088 -0.444 0.03
```
Forces are in eV/Å.

Output
HOMO level (spin up / spin down) (eV): -3.1 / -3.7
Expectation value of S²: 0.756
2S+1: 2
Charge: -1

---

The evaluated energy relative to the best compared isomer or geometry (same formula, charge and spin) for the records listed, in turn: 170.5 0.0 143.3 275.5 kJ/mol.